(1)
Below is C22H17Br2F7N2O7S2Ti as an isolated structure, with properties calculated with ωB97M-V with the def2-TZVPD basis set.

Atoms and positions in Å:
Br -1.119 -2.723 1.290
Br -2.561 0.451 0.290
Ti -0.366 0.354 -0.710
S -1.033 -1.609 -3.119
S 1.537 -0.553 -3.340
F -0.879 1.240 -2.134
F -1.827 -4.012 -2.531
F 3.063 1.371 -4.144
F 1.684 0.649 -5.652
F -0.971 -3.807 -4.511
F 0.318 -3.812 -2.770
F 0.973 1.921 -4.051
O -2.289 -1.263 -3.674
O 2.172 2.793 1.025
O -0.859 -1.429 -1.656
O -0.276 0.794 2.589
O 2.657 -1.393 -3.588
O 1.408 -0.057 -1.962
O 0.423 1.713 0.204
N 0.184 -1.078 -3.927
N 0.974 -1.028 0.556
C 4.604 -0.575 1.443
C -0.246 3.153 3.078
C 3.869 1.049 5.259
C 1.844 0.368 4.150
C -1.887 5.243 3.917
C 2.679 2.599 3.855
C 3.234 -1.184 1.390
C 1.724 1.625 3.572
C 2.249 -0.602 0.615
C 1.821 0.959 -4.372
C 0.655 -2.100 1.279
C 1.577 -2.782 2.056
C 2.874 -2.313 2.113
C -0.866 -3.438 -3.244
C 2.914 0.082 4.990
C 0.562 1.934 2.636
C -0.864 3.980 2.146
C 3.745 2.312 4.690
C 1.145 2.214 1.223
C -0.462 3.376 4.434
C -1.680 5.023 2.565
C -1.278 4.415 4.851
H 4.701 0.828 5.915
H 1.263 -3.653 2.610
H 2.588 3.583 3.417
H 4.544 0.458 1.788
H -1.437 4.580 5.909
H 5.070 -0.573 0.457
H 3.606 -2.819 2.731
H 1.094 -0.383 3.949
H 2.496 0.253 0.003
H 2.994 -0.899 5.440
H -0.721 3.820 1.084
H -2.521 6.056 4.244
H 4.481 3.077 4.901
H -1.163 1.061 2.313
H 5.248 -1.126 2.127
H -2.152 5.661 1.830
H 0.012 2.734 5.165

- molar mass (g mol⁻¹) = 826.2
- E_LUMO (eV) = -1.5
- maximum force (eV/A) = 0.46
- orbital gap (eV) = 7.9480


(2)
Below is an isolated molecule of C22H17BrClFN4OS at a distorted geometry, with properties calculated with ωB97M-V with the def2-TZVPD basis set.

Atoms and positions in Å:
Br -3.945 7.158 2.056
Cl 3.426 -6.746 -0.857
S 3.670 -1.282 -2.072
F -1.033 7.036 1.036
O 0.753 -0.356 1.486
N -2.998 1.947 1.469
N -0.936 2.132 0.754
N -0.943 -0.717 0.060
N 1.606 0.282 -1.734
C 2.691 0.157 -2.435
C 2.512 -1.642 -0.791
C -2.682 3.283 1.392
C -2.897 5.627 1.679
C 3.063 -4.018 -0.680
C -0.830 4.689 0.801
C -1.516 -1.005 -1.261
C 2.600 -2.965 1.436
C 2.991 0.937 -3.716
C 0.435 -0.644 0.336
C -3.472 4.369 1.804
C 2.941 -5.336 1.418
C -2.978 -0.664 -1.118
C 1.531 -0.699 -0.732
C -1.978 1.275 1.052
C -1.375 3.428 0.923
C 3.138 -5.229 0.027
C -1.559 5.787 1.245
C -3.217 -0.883 0.387
C 2.726 -2.880 0.031
C -1.978 -0.266 1.022
C 2.722 -4.189 2.156
H -1.096 -0.428 -2.066
H 2.712 1.969 -3.603
H -3.159 0.389 -1.394
H 3.298 -3.944 -1.747
H 2.436 0.520 -4.573
H 2.635 -4.146 3.235
H -1.394 -2.073 -1.503
H 0.138 4.826 0.358
H 4.065 0.899 -3.900
H -3.633 -1.273 -1.800
H -1.823 -0.614 2.037
H -3.300 -1.959 0.591
H -4.111 -0.376 0.715
H -4.523 4.248 2.109
H 2.322 -2.106 2.058
H 2.963 -6.343 1.861
H 0.004 1.822 0.450

- molar mass (g mol⁻¹) = 519.8
- E_LUMO (eV) = 0.1
- maximum force (eV/A) = 2.37
- orbital gap (eV) = 8.6251


(3)
Below is C22H17Cl3N7O2STc as an isolated structure at a distorted geometry, with properties calculated with ωB97M-V with the def2-TZVPD basis set.

Atoms and positions in Å:
Tc 0.655 -0.484 0.594
Cl 2.722 -4.564 2.260
Cl 2.074 -3.728 5.029
Cl 4.512 -2.707 3.709
S 0.353 -2.698 -0.307
O -5.130 0.819 -5.162
O -5.768 -0.377 -3.429
N -1.554 -2.332 1.536
N -1.433 -4.439 0.656
N 0.113 0.493 -1.276
N 1.519 -1.401 2.196
N -1.082 -1.107 1.578
N 0.052 1.243 1.713
N 2.510 0.106 -0.163
C -1.093 0.463 -2.000
C -3.399 -0.263 -2.121
C -2.433 0.914 -3.977
C 2.428 0.995 -1.185
C 4.811 1.263 -1.235
C 3.561 1.615 -1.717
C 3.714 -0.191 0.319
C 2.088 -2.176 2.838
C -2.204 -0.176 -1.439
C 1.117 1.176 -1.737
C -1.512 2.028 3.371
C 0.637 2.439 1.726
C -0.891 3.265 3.384
C 2.811 -3.229 3.483
C -1.015 -3.198 0.723
C 0.194 3.477 2.538
C -1.230 0.988 -3.295
C -3.533 0.304 -3.387
C 4.887 0.344 -0.195
C -1.028 1.037 2.512
C -1.612 -0.266 2.425
C -4.922 0.225 -4.028
H -2.213 -4.741 1.223
H 3.742 -0.887 1.145
H -2.452 -0.560 3.043
H 5.839 0.046 0.215
H -1.241 4.041 4.048
H 1.496 2.575 1.082
H 0.704 4.427 2.523
H -2.472 1.345 -4.967
H -4.254 -0.751 -1.679
H -2.349 1.806 4.013
H -0.403 1.436 -3.820
H 3.453 2.347 -2.504
H 5.706 1.690 -1.663
H -4.394 1.267 -5.605
H -0.980 -5.117 0.058
H 1.029 1.833 -2.593
H -2.130 -0.616 -0.458

- molar mass (g mol⁻¹) = 647.9
- E_LUMO (alpha / beta) (eV) = -10.3 / -12.0
- 2S+1 = 4
- charge = +3
- maximum force (eV/A) = 2.30
- orbital gap (alpha / beta) (eV) = 6.4627 / 4.7586


(4)
Below is C22H17MnN3O4S as an isolated structure, with properties calculated with ωB97M-V with the def2-TZVPD basis set.

Atoms and positions in Å:
Mn -0.607 -1.794 -1.408
S 0.044 -1.764 1.527
O 2.137 0.059 -1.431
O 0.458 -0.808 -2.865
O -0.748 -2.524 2.450
O 0.256 -2.514 0.212
N -0.526 -0.349 1.313
N -0.200 0.290 -0.953
N -2.247 -0.373 -1.749
C -3.289 2.193 -1.654
C -4.102 1.122 -2.094
C 0.107 0.533 0.438
C 1.789 -1.506 3.568
C 1.791 1.240 -2.205
C 2.787 -1.538 1.369
C 0.855 0.120 -2.028
C -5.627 -1.067 -2.916
C -6.198 0.226 -2.886
C 0.855 1.584 0.788
C 1.675 -1.627 2.185
C -4.328 -1.262 -2.549
C 4.180 -1.223 3.323
C -1.999 1.967 -1.282
C -5.451 1.295 -2.485
C 3.039 -1.306 4.121
C 1.685 2.495 -1.427
C -3.540 -0.168 -2.130
C 1.344 2.607 -0.136
C 4.035 -1.338 1.946
C -1.512 0.647 -1.354
C 5.534 -1.029 3.947
H 5.863 -1.942 4.448
H 6.280 -0.772 3.196
H -6.228 -1.910 -3.232
H 2.691 -1.605 0.295
H 1.045 1.718 1.846
H -1.336 2.747 -0.937
H 1.980 3.394 -1.957
H 1.431 3.600 0.296
H 0.904 -1.578 4.185
H 5.513 -0.236 4.695
H -3.708 3.192 -1.617
H -7.229 0.363 -3.182
H 2.314 1.283 -3.155
H -5.880 2.289 -2.457
H -3.880 -2.248 -2.565
H 4.908 -1.267 1.309
H 3.134 -1.215 5.198

- molar mass (g mol⁻¹) = 474.4
- E_LUMO (alpha / beta) (eV) = -0.6 / -0.6
- 2S+1 = 6
- maximum force (eV/A) = 0.68
- orbital gap (alpha / beta) (eV) = 7.3898 / 7.3551